Record 1
ORCA calculation (the ωB97M-V functional and the def2-TZVPD basis) on a structure of composition C21H20B3Br2N3O9.

```
58
Properties=species:S:1:pos:R:3:forces:R:3
C -1.942 2.425 2.780 0.55 -0.64 -0.03
C -1.588 0.915 2.935 -0.25 0.19 0.06
Br -2.356 0.041 4.519 0.42 0.77 -1.00
C -0.817 0.247 2.060 -0.37 -0.40 0.74
Br -0.520 -1.669 2.387 0.00 1.24 -0.61
B -0.153 0.968 0.793 1.30 -0.66 -0.92
O -0.695 0.878 -0.526 -0.58 1.49 1.75
B -1.025 2.218 -0.845 1.12 -0.45 -1.04
O -0.042 3.242 -0.750 -1.18 -1.04 1.78
B 0.508 3.073 0.544 1.13 -1.02 -0.85
O 1.006 1.782 0.895 -6.32 1.52 0.63
H -1.018 3.011 3.011 -0.85 -0.30 -0.07
H -2.234 2.623 1.721 0.11 -0.06 0.74
H -2.775 2.738 3.447 0.67 -0.31 -0.52
H -2.135 2.468 -1.165 -0.07 0.13 -0.27
H 0.530 3.919 1.368 0.18 0.36 -0.19
C 7.104 -1.119 0.109 0.03 -0.01 -0.01
C 6.691 0.136 -0.321 -0.04 -0.14 0.08
C 5.433 0.609 0.025 0.02 0.22 -0.10
C 4.602 -0.182 0.805 0.46 -0.31 -0.17
C 5.002 -1.439 1.232 -0.07 -0.20 0.12
C 6.260 -1.908 0.880 0.03 0.14 -0.08
N 3.279 0.326 1.194 0.01 0.20 -0.10
O 2.946 1.421 0.790 3.89 -0.95 0.05
O 2.586 -0.384 1.907 0.10 0.11 -0.10
H 8.089 -1.484 -0.159 -0.06 0.02 0.01
H 7.351 0.747 -0.923 -0.07 -0.01 0.03
H 5.120 1.588 -0.313 -0.14 -0.09 0.12
H 4.352 -2.059 1.836 -0.08 0.18 -0.04
H 6.584 -2.887 1.211 -0.06 0.05 0.00
C 1.362 -4.361 0.822 0.08 0.09 0.02
C 1.963 -4.708 -0.382 -0.08 -0.09 0.15
C 1.935 -6.025 -0.817 0.12 0.04 -0.22
C 1.299 -6.983 -0.041 0.01 0.51 0.16
C 0.703 -6.648 1.166 -0.14 -0.08 0.20
C 0.737 -5.330 1.597 0.10 0.03 -0.16
N 1.246 -8.373 -0.511 0.00 -0.31 -0.10
O 1.796 -8.636 -1.565 -0.09 0.08 0.21
O 0.652 -9.182 0.179 0.12 0.18 -0.10
H 1.381 -3.330 1.157 0.02 -0.09 -0.04
H 2.451 -3.950 -0.982 -0.02 -0.07 0.01
H 2.405 -6.287 -1.756 -0.10 -0.17 0.09
H 0.210 -7.395 1.774 0.07 -0.08 -0.18
H 0.272 -5.055 2.536 0.01 -0.06 -0.04
C -5.330 4.422 -4.343 0.00 -0.01 -0.03
C -4.407 5.100 -3.557 -0.15 -0.10 -0.02
C -4.613 5.216 -2.190 0.24 0.13 0.05
C -5.743 4.647 -1.622 0.09 -0.04 -0.53
C -6.674 3.975 -2.399 -0.22 -0.14 0.00
C -6.464 3.864 -3.766 0.15 0.09 0.02
N -5.950 4.747 -0.172 -0.05 0.03 0.33
O -5.121 5.360 0.477 -0.13 -0.13 -0.16
O -6.934 4.209 0.298 0.18 0.10 -0.13
H -5.165 4.327 -5.410 -0.01 0.01 0.06
H -3.525 5.535 -4.010 -0.04 -0.01 0.07
H -3.887 5.746 -1.587 -0.16 -0.08 0.12
H -7.559 3.534 -1.958 0.13 0.09 0.14
H -7.183 3.339 -4.383 0.02 0.02 0.07
```
Forces are in eV/Å.

The energy above the lowest of the compared OMol25 structures with the same formula, charge and spin comes out at 151.9 kJ/mol. For the molecular weight, the calculation gives 650.65 g mol⁻¹. The value obtained for the orbital gap is 8.62 eV. As for the HOMO energy: -9.34 eV. As for the total charge: 0.

***

Record 2
ORCA calculation (the ωB97M-V functional and the def2-TZVPD basis) on a cluster of 5 separate species, CH12O5 in total.

```
18
Properties=species:S:1:pos:R:3:forces:R:3
C -0.051 -0.662 -0.616 1.00 6.56 -0.26
O 0.363 -1.365 0.509 -0.60 -0.93 -0.71
H -0.693 -0.976 -1.443 0.26 -1.26 0.37
H -0.627 0.321 -0.255 0.91 -2.21 -0.35
H 0.909 -0.076 -1.051 -1.94 -1.55 0.31
H 0.963 -1.998 0.122 0.52 -0.56 0.45
O -1.159 -2.782 2.440 -1.56 -4.12 -2.28
H -1.960 -3.417 2.589 1.79 1.95 0.25
H -0.823 -3.327 1.618 -0.39 2.13 2.18
O 2.719 3.626 -2.613 0.30 2.57 -1.25
H 2.727 4.581 -2.975 0.16 -2.35 0.67
H 2.075 3.714 -1.919 -0.46 -0.23 0.59
O -0.877 0.595 -4.684 2.79 1.41 1.16
H -1.711 0.297 -4.980 -0.49 -1.56 -0.60
H -0.042 0.057 -4.642 -2.30 0.15 -0.54
O -0.813 0.318 5.099 -1.68 2.64 0.45
H -1.152 1.160 4.637 0.96 -1.99 0.57
H -1.224 0.496 5.986 0.73 -0.65 -0.99
```
Forces are in eV/Å.

The energy above the lowest of the compared OMol25 structures with the same formula, charge and spin comes out at 273.1 kJ/mol. For the molecular weight, the calculation gives 104.10 g mol⁻¹. The value obtained for the orbital gap is 10.90 eV. As for the HOMO energy: -10.27 eV. As for the SMILES: CO.O.O.O.O. As for the total charge: 0.

***

Record 3
ORCA calculation (the ωB97M-V functional and the def2-TZVPD basis) on a structure of composition CH3FIP.

```
7
Properties=species:S:1:pos:R:3:forces:R:3
C 0.461 0.410 -0.245 -4.76 1.75 1.96
F -0.084 -0.929 1.966 -0.07 -0.35 -0.95
P -0.010 -1.307 0.361 -0.24 1.77 0.25
I 0.069 0.511 -2.337 -0.15 -0.11 0.06
H -0.474 1.208 0.441 3.05 -2.31 -2.35
H 1.355 0.924 -0.150 1.93 0.27 0.59
H -1.317 -0.817 -0.036 0.24 -1.03 0.44
```
Forces are in eV/Å.

The energy above the lowest of the compared OMol25 structures with the same formula, charge and spin comes out at 110.9 kJ/mol. For the molecular weight, the calculation gives 191.91 g mol⁻¹. The value obtained for the orbital gap is 9.76 eV. As for the HOMO energy: -9.65 eV. As for the total charge: 0.

***

Record 4
ORCA calculation (the ωB97M-V functional and the def2-TZVPD basis) on a cluster of 2 separate species, C6H11NO3 in total.

```
21
Properties=species:S:1:pos:R:3:forces:R:3
C 1.069 -0.228 1.257 -0.37 -0.15 0.04
C -0.176 -0.690 0.518 0.32 -0.06 -0.18
C 0.158 -1.744 -0.528 -0.13 0.08 0.11
C -1.148 0.413 0.021 0.14 0.41 -0.36
N -2.136 -0.139 0.919 -0.82 0.34 0.02
C -1.341 -1.100 1.440 0.22 -0.16 0.12
O -1.517 -1.927 2.289 0.04 -0.31 0.26
H 1.440 -1.046 1.867 0.11 -0.10 0.12
H 1.853 0.032 0.555 0.25 0.07 -0.20
H 0.860 0.611 1.914 -0.02 0.17 0.12
H 0.764 -1.309 -1.319 0.05 -0.02 0.00
H -0.753 -2.148 -0.968 -0.07 -0.06 -0.07
H 0.703 -2.563 -0.065 0.05 -0.12 0.03
H -1.419 0.346 -1.035 0.05 -0.02 0.00
H -0.873 1.443 0.269 0.08 -0.12 -0.04
H -3.084 0.142 1.112 0.02 -0.11 0.08
O 1.247 0.814 -2.302 0.13 -0.41 -0.09
C 1.000 1.953 -2.050 -0.20 0.08 -0.61
O 1.198 2.545 -0.889 0.27 0.48 0.99
H 0.565 2.669 -2.761 0.02 -0.04 0.01
H 1.590 1.926 -0.243 -0.15 0.04 -0.35
```
Forces are in eV/Å.

The energy above the lowest of the compared OMol25 structures with the same formula, charge and spin comes out at 121.2 kJ/mol. For the molecular weight, the calculation gives 145.16 g mol⁻¹. The value obtained for the orbital gap is 10.24 eV. As for the HOMO energy: -9.61 eV. As for the SMILES: CC1(C)CNC1=O.O=CO. As for the total charge: 0.

***

Record 5
ORCA calculation (the ωB97M-V functional and the def2-TZVPD basis) on an isolated molecule of C2H4O4.

```
10
Properties=species:S:1:pos:R:3:forces:R:3
O -1.724 -0.540 0.178 -1.81 -0.29 -0.46
C -0.659 0.118 -0.274 6.28 1.03 1.08
O -0.765 1.021 -1.331 0.38 0.34 1.00
C 0.640 -0.033 0.400 -6.46 -1.20 -3.66
O 1.743 0.463 -0.202 -0.28 1.94 0.74
O 0.761 -1.047 1.278 2.81 0.83 1.61
H -2.483 -0.620 -0.458 1.34 0.49 0.65
H -0.023 1.693 -1.234 -1.25 -1.43 -0.13
H 2.415 -0.144 -0.469 0.33 -1.22 -0.10
H 0.164 -1.769 1.318 -1.34 -0.49 -0.74
```
Forces are in eV/Å.

The energy above the lowest of the compared OMol25 structures with the same formula, charge and spin comes out at 280.0 kJ/mol. For the molecular weight, the calculation gives 92.05 g mol⁻¹. The value obtained for the orbital gap is 7.48 eV. As for the HOMO energy: -6.98 eV. As for the SMILES: OC(O)=C(O)O. As for the total charge: 0.

***

Record 6
ORCA calculation (the ωB97M-V functional and the def2-TZVPD basis) on a structure of composition C17H34AsIrN5O9P2S.

```
70
Properties=species:S:1:pos:R:3:forces:R:3
Ir 0.169 -0.184 -0.112 -0.07 0.49 0.17
N 4.778 0.718 -2.569 -0.21 0.28 -0.09
C 3.552 1.093 -1.743 0.15 -0.23 -0.02
C 3.826 2.407 -1.027 0.11 -0.02 0.08
P 3.447 -0.308 -0.553 0.02 -0.15 0.19
O 3.025 -1.475 -1.582 -0.07 0.22 -0.02
O 4.830 -0.506 -0.074 -0.09 0.19 0.02
O 2.295 0.044 0.395 0.15 -0.38 -0.19
P 2.060 1.193 -2.805 -0.35 0.31 -0.06
O 2.405 0.098 -3.942 -0.16 0.10 0.01
O 1.941 2.540 -3.379 0.04 -0.10 0.00
O 0.890 0.674 -1.955 0.23 -0.50 -0.60
H 5.400 0.199 -1.929 0.13 -0.04 0.13
H 5.253 1.543 -2.935 -0.04 -0.02 -0.03
H 4.496 0.118 -3.351 -0.01 -0.02 0.02
H 4.742 2.340 -0.435 -0.03 -0.01 0.01
H 3.009 2.628 -0.342 -0.04 -0.02 -0.01
H 3.890 3.227 -1.741 0.00 -0.01 -0.03
H 2.397 -2.137 -1.252 -0.04 -0.08 0.12
H 2.009 -0.760 -3.754 0.09 -0.09 0.07
C -3.580 -0.594 0.891 0.01 0.08 0.05
As -2.203 -1.272 -0.276 -0.02 -0.17 -0.10
C -2.458 -3.184 -0.146 0.02 -0.02 0.02
C -2.960 -0.902 -2.020 0.05 0.02 -0.09
H -4.524 -1.057 0.606 -0.04 0.03 0.03
H -3.647 0.487 0.781 -0.01 -0.01 -0.02
H -3.325 -0.836 1.919 -0.03 -0.01 0.01
H -3.492 -3.395 -0.413 -0.01 -0.06 0.01
H -2.272 -3.521 0.872 -0.01 0.00 0.00
H -1.778 -3.696 -0.823 0.00 0.01 -0.01
H -3.805 -1.568 -2.187 -0.04 0.02 -0.03
H -2.216 -1.058 -2.799 -0.01 -0.01 0.00
H -3.306 0.130 -2.052 0.00 0.00 -0.01
O -1.363 -1.292 3.122 -0.10 0.11 0.10
C -0.526 -2.004 2.619 0.40 0.12 -0.32
N 0.439 -1.549 1.723 -0.14 -0.18 0.07
S 1.195 -2.783 0.992 -0.18 0.11 -0.39
O 2.616 -2.843 1.113 0.04 -0.05 0.06
O 0.709 -2.683 -0.420 0.47 -0.09 0.39
C 0.432 -4.073 1.890 -0.17 -0.04 0.03
C 0.635 -5.436 1.811 0.01 0.03 0.03
C -0.089 -6.223 2.698 -0.05 -0.01 0.07
C -0.963 -5.650 3.624 0.04 -0.02 -0.05
C -1.148 -4.274 3.684 0.00 -0.06 0.03
C -0.435 -3.490 2.798 -0.01 0.03 -0.06
H 1.327 -5.871 1.102 -0.01 0.01 0.01
H 0.034 -7.297 2.675 -0.01 0.01 0.01
H -1.503 -6.292 4.307 0.01 0.00 0.00
H -1.819 -3.817 4.399 -0.01 -0.01 -0.02
C -2.401 3.497 -2.026 0.05 0.00 -0.02
N -1.647 3.794 -0.818 -0.02 0.13 -0.07
C -1.027 5.122 -0.808 -0.03 -0.05 -0.04
C -1.123 2.776 -0.093 -0.13 0.00 0.19
N -1.091 1.544 -0.571 -0.08 0.09 0.53
N -0.681 3.051 1.158 -0.08 0.09 -0.12
C 0.117 2.080 1.879 -0.18 -0.32 0.15
C -1.326 4.075 1.983 0.00 -0.03 -0.05
H -3.011 4.363 -2.271 0.00 0.01 0.00
H -3.069 2.654 -1.858 -0.03 0.01 0.01
H -1.745 3.286 -2.877 0.01 -0.01 -0.01
H -0.567 5.308 -1.780 -0.01 -0.01 -0.02
H -0.250 5.175 -0.055 0.02 0.00 0.04
H -1.772 5.895 -0.616 -0.01 0.00 0.02
H -1.276 1.498 -1.564 0.25 0.17 -0.07
H 1.047 1.851 1.362 0.09 0.02 -0.02
H -0.446 1.150 2.088 0.04 0.07 -0.05
H 0.374 2.485 2.855 0.06 0.07 -0.04
H -2.151 4.530 1.445 -0.01 0.00 -0.01
H -0.620 4.852 2.277 0.02 0.00 0.00
H -1.723 3.605 2.884 0.00 -0.01 0.00
```
Forces are in eV/Å.

The energy above the lowest of the compared OMol25 structures with the same formula, charge and spin comes out at 54.4 kJ/mol. As for the multiplicity: 5. For the molecular weight, the calculation gives 813.64 g mol⁻¹. The value obtained for the orbital gap (alpha / beta) is 8.14 / 7.14 eV. As for the HOMO energy (alpha / beta): -10.52 / -12.17 eV. As for the total charge: +1.

***

Copy entry 4 word for word.
ORCA calculation (the ωB97M-V functional and the def2-TZVPD basis) on a cluster of 2 separate species, C6H11NO3 in total.

```
21
Properties=species:S:1:pos:R:3:forces:R:3
C 1.069 -0.228 1.257 -0.37 -0.15 0.04
C -0.176 -0.690 0.518 0.32 -0.06 -0.18
C 0.158 -1.744 -0.528 -0.13 0.08 0.11
C -1.148 0.413 0.021 0.14 0.41 -0.36
N -2.136 -0.139 0.919 -0.82 0.34 0.02
C -1.341 -1.100 1.440 0.22 -0.16 0.12
O -1.517 -1.927 2.289 0.04 -0.31 0.26
H 1.440 -1.046 1.867 0.11 -0.10 0.12
H 1.853 0.032 0.555 0.25 0.07 -0.20
H 0.860 0.611 1.914 -0.02 0.17 0.12
H 0.764 -1.309 -1.319 0.05 -0.02 0.00
H -0.753 -2.148 -0.968 -0.07 -0.06 -0.07
H 0.703 -2.563 -0.065 0.05 -0.12 0.03
H -1.419 0.346 -1.035 0.05 -0.02 0.00
H -0.873 1.443 0.269 0.08 -0.12 -0.04
H -3.084 0.142 1.112 0.02 -0.11 0.08
O 1.247 0.814 -2.302 0.13 -0.41 -0.09
C 1.000 1.953 -2.050 -0.20 0.08 -0.61
O 1.198 2.545 -0.889 0.27 0.48 0.99
H 0.565 2.669 -2.761 0.02 -0.04 0.01
H 1.590 1.926 -0.243 -0.15 0.04 -0.35
```
Forces are in eV/Å.

The energy above the lowest of the compared OMol25 structures with the same formula, charge and spin comes out at 121.2 kJ/mol. For the molecular weight, the calculation gives 145.16 g mol⁻¹. The value obtained for the orbital gap is 10.24 eV. As for the HOMO energy: -9.61 eV. As for the SMILES: CC1(C)CNC1=O.O=CO. As for the total charge: 0.

***

- Among the records above, which one has the highest molecular weight?
  C17H34AsIrN5O9P2S